Entry 1:
Computed, not measured: a single C19H23NO3S molecule, with the ωB97M-V functional and the def2-TZVPD basis.

As for the relative energy (zero: lowest compared OMol25 entry of this formula, charge and spin): 0.616 eV. The calculation puts the gap between HOMO and LUMO at 0.317 hartree. As for the LUMO energy: 0.02827 Ha. The molecular weight is 345.46 g/mol. The value obtained for the HOMO energy is -7.860 eV.

```
! RIJCOSX wB97M-V def2-TZVPD def2/J DEFGRID3
* xyz 0 1
C 0.84164 4.10694 -1.58823
O -0.00184 3.60274 -0.57800
C 0.42559 2.63532 0.28562
C -0.48209 2.34084 1.29728
C -0.23300 1.36071 2.23963
C 0.96560 0.66682 2.21704
C 1.24222 -0.44548 3.19351
C 1.65648 -1.74264 2.47751
N 0.79715 -2.03802 1.35641
C 1.21468 -1.92083 0.07491
O 2.37951 -1.71400 -0.22208
C 0.17121 -2.12153 -0.95870
C 0.50447 -2.69795 -2.14948
S -0.82041 -2.81148 -3.22712
C -1.85883 -2.03496 -2.07338
C -1.20460 -1.72882 -0.91979
C -1.90424 -1.01334 0.19706
C -3.16047 -0.31445 -0.32251
C -4.01742 -1.29542 -1.11757
C -3.28154 -1.72134 -2.38847
C 1.89331 0.98117 1.23313
C 1.64111 1.92497 0.24713
O 2.52554 2.18250 -0.76578
C 3.64557 1.33627 -0.91002
H 1.07494 3.34873 -2.33854
H 0.27529 4.91507 -2.05204
H 1.77197 4.50411 -1.17712
H -1.40826 2.89354 1.30665
H -0.97569 1.14530 2.99420
H 2.04494 -0.16117 3.87826
H 0.34437 -0.62781 3.78844
H 1.63563 -2.57825 3.18504
H 2.66535 -1.65528 2.07051
H -0.18041 -2.18079 1.54549
H 1.46718 -3.07186 -2.43518
H -1.23345 -0.27979 0.64938
H -2.20179 -1.73380 0.96926
H -3.72711 0.08774 0.51882
H -2.87052 0.51997 -0.96338
H -4.97255 -0.83995 -1.38288
H -4.22269 -2.17413 -0.50203
H -3.76776 -2.58764 -2.84364
H -3.31348 -0.90943 -3.12282
H 2.82947 0.45033 1.21918
H 3.35493 0.28238 -0.93899
H 4.09769 1.61817 -1.86002
H 4.37230 1.49653 -0.10670
*
```



Entry 2:
Computed, not measured: a single C19H23NO4S molecule, with the ωB97M-V functional and the def2-TZVPD basis.

As for the relative energy (zero: lowest compared OMol25 entry of this formula, charge and spin): 0.082 eV. The calculation puts the gap between HOMO and LUMO at 0.345 hartree. As for the LUMO energy: 0.01864 Ha. The molecular weight is 361.46 g/mol. The value obtained for the HOMO energy is -8.881 eV.

```
! RIJCOSX wB97M-V def2-TZVPD def2/J DEFGRID3
* xyz 0 1
C 4.61608 -0.09055 -1.55336
C 3.29396 -0.11486 -0.85089
C 2.70366 1.07303 -0.44063
C 1.48317 1.10552 0.22137
C 0.79651 2.38863 0.65882
C -0.54680 2.49766 -0.07759
C 0.55702 2.34414 2.17407
C 1.62583 3.63552 0.34057
C 0.86171 -0.11382 0.47009
C 1.43251 -1.29629 0.05061
S 0.55987 -2.83580 0.34978
O 0.16520 -3.41871 -0.89808
O 1.28283 -3.64607 1.28544
N -0.81595 -2.37528 1.21535
C -1.98815 -1.85004 0.71389
C -2.03796 -1.34298 -0.58663
C -3.19799 -0.77030 -1.06167
C -4.32845 -0.68253 -0.24964
C -5.58301 -0.07186 -0.71858
O -6.58972 0.03059 -0.05916
O -5.52090 0.38285 -1.98378
C -4.27809 -1.19409 1.04763
C -3.12423 -1.77163 1.52542
C 2.64986 -1.33496 -0.61302
C 3.25913 -2.62366 -1.05793
H 4.53188 -0.53818 -2.54250
H 4.97784 0.92819 -1.66292
H 5.35496 -0.66333 -0.99476
H 3.22715 1.99146 -0.65240
H -0.38541 2.51395 -1.15320
H -1.19881 1.65975 0.15495
H -1.05511 3.41565 0.20854
H 1.50015 2.21803 2.70135
H 0.09802 3.27297 2.50515
H -0.10171 1.52530 2.44860
H 2.58594 3.60670 0.85032
H 1.09222 4.52078 0.67936
H 1.79066 3.73419 -0.72956
H -0.07947 -0.14689 0.99026
H -0.84566 -2.77986 2.13715
H -1.16789 -1.42615 -1.21667
H -3.23693 -0.38182 -2.06687
H -6.37805 0.76338 -2.22977
H -5.16131 -1.12685 1.66435
H -3.08602 -2.16765 2.52979
H 2.63332 -3.46392 -0.77777
H 3.38631 -2.62768 -2.14017
H 4.24183 -2.75253 -0.60531
*
```



Entry 3:
Computed, not measured: a molecular structure, C19H24BrGeIN3O4PdS, with the ωB97M-V functional and the def2-TZVPD basis.

As for the relative energy (zero: lowest compared OMol25 entry of this formula, charge and spin): 0.000 eV. The calculation puts the gap between HOMO and LUMO at 0.259 hartree. As for the LUMO energy: 0.08757 Ha. The molecular weight is 776.32 g/mol. The value obtained for the HOMO energy is -4.663 eV.

```
! RIJCOSX wB97M-V def2-TZVPD def2/J DEFGRID3
* xyz -1 1
Pd 0.39368 0.06943 0.50559
C -2.97503 -4.21121 -0.06855
C -2.48708 -3.14517 0.86336
C -2.88518 -3.06774 2.19001
C -2.39925 -2.06639 3.01081
C -1.52247 -1.14645 2.46580
Br -0.74710 0.16333 3.57895
N -1.15332 -1.17275 1.18410
C -1.61913 -2.16161 0.40882
H -3.45951 -5.01825 0.48126
H -2.15534 -4.62718 -0.65469
H -3.69760 -3.76394 -0.75833
H -3.57045 -3.80530 2.59009
H -2.67397 -1.99848 4.05239
H -1.24609 -2.16764 -0.60454
O 2.87236 1.29803 -2.19795
C 3.12167 0.93485 -1.07098
N 2.23885 0.88025 -0.02065
S 2.92574 0.41210 1.34225
O 2.99365 1.43329 2.35077
O 2.26284 -0.82933 1.74021
C 4.53732 0.12589 0.69963
C 5.68660 -0.32279 1.31991
C 6.82867 -0.41038 0.53521
C 6.80425 -0.05110 -0.81193
C 5.63811 0.40383 -1.41047
C 4.49699 0.48497 -0.63048
H 5.69617 -0.59187 2.36731
H 7.75228 -0.76220 0.97709
H 7.71115 -0.13115 -1.39780
H 5.59523 0.68697 -2.45376
N -1.44043 -1.17009 -3.66972
C -0.78046 -0.75804 -2.55114
O 0.28912 -1.24683 -2.21118
C -1.51088 0.30404 -1.75415
I -4.81595 -1.54283 -2.21807
H -1.08997 -2.03213 -4.05812
H -2.45497 -1.07825 -3.66939
H -1.99547 0.98001 -2.46864
H -2.35114 -0.20507 -1.26209
C -3.30824 1.63135 1.03809
Ge -1.76947 2.44841 0.14447
C -2.48468 3.68656 -1.21225
C -0.65472 3.48215 1.37821
C -0.68697 1.12169 -0.79246
H -4.08266 2.39044 1.16501
H -3.04908 1.24202 2.02031
H -3.72567 0.82028 0.43585
H -2.99822 4.52192 -0.73221
H -3.19911 3.17246 -1.85754
H -1.68243 4.08742 -1.83380
H -1.26388 4.18107 1.95457
H 0.08884 4.04924 0.81581
H -0.11881 2.82733 2.06581
H 0.12126 1.64484 -1.31077
*
```



Entry 4:
Computed, not measured: a molecular structure, C19H24BrO5S, with the ωB97M-V functional and the def2-TZVPD basis.

The calculation puts the gap between HOMO and LUMO at 0.310 hartree. As for the LUMO energy: -0.16024 Ha. The molecular weight is 444.37 g/mol. The value obtained for the HOMO energy is -12.789 eV.

```
! RIJCOSX wB97M-V def2-TZVPD def2/J DEFGRID3
* xyz 1 1
C 4.10827 -0.14900 2.55039
C 2.76237 -0.12175 1.82039
C 2.50600 1.18462 1.03955
C 1.20573 1.89054 1.34350
O 0.08674 1.53410 0.44280
S -0.02409 0.00751 0.07771
C -1.58232 -0.56784 0.80524
Br -1.10639 -1.82134 2.18614
C -2.55211 0.51411 1.24180
C -2.14294 1.33327 2.47375
H 3.99632 0.11647 3.59868
H 4.54640 -1.14373 2.52531
H 4.82429 0.53089 2.09462
H 1.95694 -0.24544 2.54908
H 2.69412 -0.96753 1.13797
H 3.28401 1.90515 1.29499
H 2.60110 1.01996 -0.03542
H 1.28859 2.96345 1.20636
H 0.88046 1.70739 2.36589
H -0.49117 0.14989 -1.17951
H -2.01477 -1.16176 -0.00096
H -3.47968 -0.01885 1.44326
H -2.72728 1.15215 0.37798
H -2.90630 1.27006 3.24231
H -1.21368 0.97304 2.90887
H -2.01320 2.38044 2.21575
C 1.45394 -4.60143 -0.04810
C 1.15050 -3.38098 -0.47267
C 1.88246 -2.72747 -1.57730
O 1.58242 -1.59389 -1.91260
C 2.97499 -3.48399 -2.22558
C 3.28616 -4.71193 -1.81623
C 2.55515 -5.36955 -0.69638
O 2.84116 -6.48072 -0.32156
H 0.93443 -5.09325 0.76460
H 0.37253 -2.77226 -0.03638
H 3.49448 -2.98593 -3.03406
H 4.08058 -5.29149 -2.26826
C -4.37432 1.84201 -2.59178
C -4.76436 3.11530 -2.59847
C -3.85028 4.21618 -2.17821
O -4.20872 5.36798 -2.17198
C -2.46646 3.84431 -1.76058
C -2.09098 2.57181 -1.77498
C -3.00682 1.48210 -2.16694
O -2.61805 0.32676 -2.09069
H -5.02501 1.02618 -2.87937
H -5.76005 3.41578 -2.89779
H -1.81250 4.65609 -1.46873
H -1.11862 2.19256 -1.50240
*
```



- Which value of molecular weight does entry 4 give?
  444.37 g/mol